Entry w
ORCA calculation (wB97M-V/def2-TZVPD) on a 16-piece molecular cluster, H31O16 overall.

## Properties
Lowest unoccupied orbital energy = 2.40 eV
Gap between HOMO and LUMO = 8.5 eV
HOMO level = -0.2251 Ha
Molar mass = 287.23 g/mol
Charge = -1

Cartesian coordinates (Å):
H: -3.6494 -2.9661 -2.3833
H: 0.3819 3.2186 -0.7024
H: 0.7138 -3.3507 -3.0210
H: -0.4759 -2.4639 -1.8569
H: -2.5278 -4.1124 -2.2504
O: 1.2241 -3.9518 -3.4460
H: 0.0841 -1.0262 -2.4001
H: -1.2739 -0.4568 1.5637
H: -1.2832 -2.8452 0.6853
H: 0.7806 -1.8689 3.3263
O: 0.6022 4.0816 -1.1491
H: 3.4566 -2.9077 -0.4614
O: 4.3706 -3.1140 -0.5278
O: -3.8680 1.5666 -3.1624
H: 1.6517 3.0987 1.1971
H: -4.8237 2.9426 1.4165
O: -4.4781 2.3803 0.8383
O: -2.2276 3.5753 -0.8755
H: 2.1971 -1.6074 2.0529
O: 0.3227 0.0717 1.1271
O: 0.0604 2.5427 0.8304
H: -3.4395 1.3734 -3.9228
H: -1.7156 4.3987 -0.4785
H: 0.8857 -0.2535 0.3324
H: -3.5993 2.5368 0.6040
H: 1.3052 3.7235 -1.6688
O: 0.3280 -1.8126 -2.0819
O: 3.5169 1.6385 3.9343
O: 2.1688 3.8221 0.7439
O: -0.5937 -3.2402 -0.0158
H: -1.3550 3.2272 -0.7513
H: 0.1191 1.0672 0.9365
H: -3.4174 1.6931 -2.4277
H: -0.4482 3.2149 1.4412
O: 1.6165 -2.3708 3.6975
H: 2.5700 1.6425 3.5932
H: 0.1616 -3.1403 0.3592
O: 1.9316 -2.0113 1.2183
H: 1.7036 -3.6354 -4.2508
O: -2.9096 -3.5421 -2.9335
H: 4.0437 2.4592 3.8940
H: 2.2267 -1.0738 0.7103
H: 1.7130 -1.9489 4.5370
H: 4.2419 -3.9556 -0.9981
O: -2.2397 -0.6714 1.6395
H: 2.4186 3.8571 -0.2589
H: -2.4713 0.1946 1.3458

Okay, here come the Löwdin numbers, in e, for every atom: number 1, H, carries 0.13; number 2, H, carries 0.00; number 3, H, carries -0.10; number 4, H, carries 0.11; number 5, H, carries 0.01; number 6, O, carries -0.05; number 7, H, carries -0.03; number 8, H, carries -0.01; number 9, H, carries 0.13; number 10, H, carries 0.11; number 11, O, carries -0.12; number 12, H, carries -0.02; number 13, O, carries -0.06; number 14, O, carries 0.06; number 15, H, carries 0.00; number 16, H, carries -0.04; number 17, O, carries 0.03; number 18, O, carries -0.10; number 19, H, carries 0.00; number 20, O, carries -0.17; number 21, O, carries -0.42; number 22, H, carries -0.02; number 23, H, carries 0.11; number 24, H, carries 0.06; number 25, H, carries -0.03; number 26, H, carries 0.01; number 27, O, carries -0.06; number 28, O, carries -0.11; number 29, O, carries -0.19; number 30, O, carries -0.03; number 31, H, carries -0.05; number 32, H, carries -0.03; number 33, H, carries -0.06; number 34, H, carries 0.06; number 35, O, carries -0.08; number 36, H, carries 0.07; number 37, H, carries -0.11; number 38, O, carries -0.13; number 39, H, carries 0.06; number 40, O, carries -0.14; number 41, H, carries 0.04; number 42, H, carries 0.14; number 43, H, carries 0.02; number 44, H, carries 0.04; number 45, O, carries -0.09; number 46, H, carries 0.06; number 47, H, carries -0.01

---

Entry x
ORCA calculation (wB97M-V/def2-TZVPD) on a 16-piece molecular cluster, H31O16 overall.

## Properties
Lowest unoccupied orbital energy = 2.50 eV
Gap between HOMO and LUMO = 10.4 eV
HOMO level = -0.2902 Ha
Molar mass = 287.23 g/mol
Charge = -1

Cartesian coordinates (Å):
H: 0.1719 -1.0805 2.8067
H: 2.0797 -2.7101 -0.2068
H: 0.8025 -0.3359 -0.7120
O: -4.6687 2.0285 -0.0769
H: 0.5614 -2.5884 -0.6363
H: -2.4260 3.6672 -1.6738
H: -1.8015 0.7394 2.0836
H: 4.1926 -0.6240 -0.7152
O: -1.6423 -0.7775 -2.2311
H: 0.0124 1.4857 -0.4683
H: 3.5503 -3.0085 0.2364
O: 1.3063 0.5512 -0.6177
O: -2.5933 0.6042 1.5808
H: 1.5161 -1.4263 3.3945
H: -1.4500 -2.3696 2.0470
H: -5.0194 -0.6335 -1.3690
O: 4.4006 1.7559 0.0790
O: -5.7615 -0.9107 -0.8299
H: 1.4736 1.1126 2.9572
H: 2.9178 -0.4500 1.7692
H: -1.2778 0.1326 -2.2726
H: -3.9080 2.5506 -0.3949
O: -0.8053 -0.7696 -4.7142
H: -0.5986 -1.7016 0.6224
H: -5.8416 -0.0596 -0.3646
H: 1.4651 0.7878 1.6359
O: 2.0976 1.2032 2.2289
O: 0.8362 -0.7451 3.4437
H: 4.1881 2.6057 0.4513
H: 4.2790 0.4645 1.8679
O: -0.8874 1.7841 -0.1108
H: 1.3651 0.8727 -1.5362
H: -4.1754 1.4411 0.4942
O: 3.8937 -0.3984 1.8926
H: -1.4541 1.1405 0.3025
O: 3.8012 -1.0647 -1.4861
H: 2.8456 -0.8575 -1.4851
O: 2.6525 -3.3132 0.2881
H: -1.0025 -1.2966 -1.7071
O: -2.4317 3.7361 -0.7447
H: 0.0255 -1.2645 -4.7091
O: 0.2011 -1.7123 -0.5783
H: -2.8211 -0.2999 1.4436
H: 3.7760 1.1892 0.5864
H: -1.6495 3.2730 -0.3200
H: -1.2798 -0.9889 -3.8771
O: -0.9166 -1.7391 1.6261

Okay, here come the Löwdin numbers, in e, for every atom: number 1, H, carries -0.01; number 2, H, carries -0.02; number 3, H, carries 0.00; number 4, O, carries -0.07; number 5, H, carries -0.01; number 6, H, carries 0.01; number 7, H, carries 0.05; number 8, H, carries 0.02; number 9, O, carries -0.08; number 10, H, carries 0.02; number 11, H, carries 0.01; number 12, O, carries -0.11; number 13, O, carries -0.03; number 14, H, carries 0.05; number 15, H, carries 0.02; number 16, H, carries 0.02; number 17, O, carries -0.06; number 18, O, carries -0.07; number 19, H, carries 0.04; number 20, H, carries 0.03; number 21, H, carries 0.05; number 22, H, carries 0.00; number 23, O, carries -0.11; number 24, H, carries 0.01; number 25, H, carries 0.01; number 26, H, carries 0.01; number 27, O, carries -0.08; number 28, O, carries -0.08; number 29, H, carries 0.03; number 30, H, carries 0.00; number 31, O, carries -0.09; number 32, H, carries 0.08; number 33, H, carries -0.01; number 34, O, carries -0.08; number 35, H, carries -0.01; number 36, O, carries -0.07; number 37, H, carries 0.01; number 38, O, carries -0.06; number 39, H, carries -0.01; number 40, O, carries -0.08; number 41, H, carries 0.02; number 42, O, carries -0.30; number 43, H, carries 0.04; number 44, H, carries -0.01; number 45, H, carries 0.03; number 46, H, carries -0.02; number 47, O, carries -0.12

---

Energy comparison, zero being the most stable, in kJ/mol: entry w 568.7; entry x 0.0.

---

Entry w
ORCA calculation (wB97M-V/def2-TZVPD) on one molecule with the formula C16H23NO3.

## Properties
Lowest unoccupied orbital energy = 0.68 eV
SMILES = CO[C@H]1C=CC2=CCN3CCC(CO)=C(CCO)[C@]23C1
Gap between HOMO and LUMO = 8.8 eV
HOMO level = -0.2969 Ha
Molar mass = 277.36 g/mol

Cartesian coordinates (Å):
H: -1.0333 1.9389 1.7484
H: 2.0345 0.3273 -0.3394
C: 1.3571 -2.2645 1.1606
H: -0.2294 -0.5922 4.2266
H: -0.3155 -2.6576 2.6195
C: -0.3291 0.0511 0.9377
N: 0.4435 -2.1425 0.0260
C: 1.2864 0.0040 -1.0020
O: 1.9420 1.3833 -2.9351
H: -4.0458 2.8042 -0.0888
C: -1.4371 -2.2061 -1.3186
H: 1.7940 0.9194 3.2168
C: -0.4195 1.0083 -2.7297
H: -0.5440 1.9931 0.1489
H: -0.5337 1.6813 -3.6132
C: 0.5155 -1.8320 2.3439
C: -0.8685 -0.9687 -1.4199
C: 3.0738 2.2449 -2.5989
H: 1.7729 -0.8025 -1.5956
C: -0.0349 -0.4872 2.1309
H: -2.1231 -2.5394 -2.0691
C: -2.6403 1.3220 0.4217
H: 2.2225 -1.6397 1.0064
H: -1.1544 0.7912 3.6331
H: 0.7333 2.1938 -1.4926
H: -0.4907 -3.9070 -0.5227
H: -3.2502 0.5888 1.0435
C: -0.7562 -2.9143 -0.1826
C: 0.8983 1.2155 -1.9427
C: -1.2360 -0.0860 -2.5635
C: 0.1439 -0.7467 -0.3237
C: -0.1686 0.2328 3.5009
C: -1.1362 1.3315 0.8098
H: 1.6140 -3.4108 1.2955
O: 0.9715 1.1862 3.6697
O: -3.2074 2.7233 0.4056
H: -1.4823 -2.9528 0.6714
H: 1.2772 -1.8445 3.1882
H: -2.6756 0.9377 -0.5996
H: 3.9791 1.6313 -2.4466
H: 2.8570 2.9839 -1.8529
H: 3.3343 2.8103 -3.4433
H: -2.1390 -0.3093 -3.1246

Okay, here come the Löwdin numbers, in e, for every atom: number 1, H, carries 0.12; number 2, H, carries 0.10; number 3, C, carries -0.15; number 4, H, carries 0.10; number 5, H, carries 0.17; number 6, C, carries -0.07; number 7, N, carries -0.11; number 8, C, carries -0.03; number 9, O, carries -0.18; number 10, H, carries 0.08; number 11, C, carries 0.02; number 12, H, carries 0.08; number 13, C, carries 0.00; number 14, H, carries 0.11; number 15, H, carries 0.12; number 16, C, carries -0.19; number 17, C, carries -0.17; number 18, C, carries -0.07; number 19, H, carries 0.15; number 20, C, carries -0.19; number 21, H, carries 0.10; number 22, C, carries -0.18; number 23, H, carries 0.11; number 24, H, carries 0.13; number 25, H, carries 0.12; number 26, H, carries 0.12; number 27, H, carries 0.13; number 28, C, carries -0.17; number 29, C, carries -0.29; number 30, C, carries -0.02; number 31, C, carries -0.34; number 32, C, carries -0.16; number 33, C, carries -0.11; number 34, H, carries 0.16; number 35, O, carries -0.08; number 36, O, carries -0.10; number 37, H, carries 0.12; number 38, H, carries 0.13; number 39, H, carries 0.08; number 40, H, carries 0.09; number 41, H, carries 0.08; number 42, H, carries 0.06; number 43, H, carries 0.11

---

Entry x
ORCA calculation (wB97M-V/def2-TZVPD) on one molecule with the formula C16H23NO3.

## Properties
Lowest unoccupied orbital energy = 0.75 eV
SMILES = COc1ccc(C(=O)[C@H]2CCCN(CCO)C2)c(C)c1
Gap between HOMO and LUMO = 9.2 eV
HOMO level = -0.3109 Ha
Molar mass = 277.36 g/mol

Cartesian coordinates (Å):
C: -2.6666 -0.0855 2.6892
N: -2.5976 0.8233 0.4419
C: -3.1557 3.0666 -0.6459
C: 2.9759 1.4084 -0.2791
C: -0.5707 -0.1752 1.3445
H: 0.6646 -2.5625 0.5504
C: -3.1677 1.0179 1.7598
C: 1.6520 -0.6899 0.2206
H: -3.0019 -1.0488 2.3011
H: 2.4510 -4.1351 -3.4669
O: 1.4966 0.7300 2.1140
C: 3.0001 -2.0550 -1.8173
O: 3.7094 -2.6106 -2.8319
H: 3.3955 1.5188 0.7186
H: -3.9824 3.4763 -1.2303
H: 1.8164 -3.7559 -1.2137
H: -3.0915 0.0525 3.6845
H: -2.8974 1.9984 2.1914
O: -1.9921 3.5504 -1.2752
H: -4.3178 1.2525 -0.5907
H: -0.8304 1.9172 0.9100
H: -0.8650 -1.1227 0.8914
H: 3.6957 1.7677 -1.0096
C: 2.0475 -2.7156 -1.0492
H: -0.7962 0.8648 3.2079
H: 2.0844 2.0317 -0.3262
C: 1.3822 -2.0265 -0.0528
C: -1.1596 0.9535 0.4761
H: 4.1547 -4.1833 -3.9825
H: -4.2558 0.9706 1.6759
C: -3.2605 1.5265 -0.6346
H: -2.8523 1.1538 -1.5793
H: 4.0224 -0.2237 -2.1526
H: -3.2345 3.4553 0.3785
C: 2.6355 -0.0263 -0.5347
H: -0.7710 0.8677 -0.5432
H: -0.7781 -0.8916 3.3702
H: 3.7248 -4.6200 -2.3108
H: -1.2200 3.2625 -0.7771
C: 3.2763 -0.7138 -1.5463
C: -1.1439 -0.0665 2.7561
C: 0.9384 0.0049 1.3207
C: 3.4853 -3.9628 -3.1526

Okay, here come the Löwdin numbers, in e, for every atom: number 1, C, carries -0.17; number 2, N, carries -0.17; number 3, C, carries -0.24; number 4, C, carries -0.03; number 5, C, carries -0.23; number 6, H, carries 0.12; number 7, C, carries -0.20; number 8, C, carries -0.12; number 9, H, carries 0.12; number 10, H, carries 0.10; number 11, O, carries 0.11; number 12, C, carries -0.27; number 13, O, carries -0.08; number 14, H, carries 0.09; number 15, H, carries 0.12; number 16, H, carries 0.10; number 17, H, carries 0.11; number 18, H, carries 0.12; number 19, O, carries -0.07; number 20, H, carries 0.12; number 21, H, carries 0.14; number 22, H, carries 0.14; number 23, H, carries 0.08; number 24, C, carries -0.01; number 25, H, carries 0.12; number 26, H, carries 0.08; number 27, C, carries -0.02; number 28, C, carries -0.15; number 29, H, carries 0.09; number 30, H, carries 0.12; number 31, C, carries -0.17; number 32, H, carries 0.13; number 33, H, carries 0.12; number 34, H, carries 0.11; number 35, C, carries -0.20; number 36, H, carries 0.14; number 37, H, carries 0.12; number 38, H, carries 0.10; number 39, H, carries 0.06; number 40, C, carries 0.04; number 41, C, carries -0.15; number 42, C, carries -0.33; number 43, C, carries -0.09

---

Energy comparison, zero being the most stable, in kJ/mol: entry w 411.4; entry x 0.0.

---

Entry w
ORCA calculation (wB97M-V/def2-TZVPD) on one molecule with the formula C4H7FS.

## Properties
Lowest unoccupied orbital energy = -0.27 eV
SMILES = FCCCC=S
Gap between HOMO and LUMO = 8.5 eV
HOMO level = -0.3217 Ha
Molar mass = 106.16 g/mol

Cartesian coordinates (Å):
S: 3.3859 -0.6177 -0.0348
C: 2.0476 0.2097 -0.3143
H: 1.8826 0.9605 -1.0478
C: -0.5355 0.5210 -0.1305
H: 0.8838 -0.5493 1.2815
H: -2.4930 0.6973 0.0371
F: -2.1179 -1.2458 -0.4129
H: 0.7710 -1.3913 -0.2038
H: -0.5630 0.7322 -1.2128
C: -1.8419 -0.0593 0.2593
H: -1.9050 -0.3678 1.3199
H: -0.2430 1.4862 0.2367
C: 0.7285 -0.3756 0.2223

Okay, here come the Löwdin numbers, in e, for every atom: number 1, S, carries 0.70; number 2, C, carries -0.67; number 3, H, carries 0.04; number 4, C, carries -0.18; number 5, H, carries 0.10; number 6, H, carries 0.08; number 7, F, carries -0.05; number 8, H, carries 0.10; number 9, H, carries 0.12; number 10, C, carries -0.23; number 11, H, carries 0.13; number 12, H, carries 0.11; number 13, C, carries -0.26

---

Entry x
ORCA calculation (wB97M-V/def2-TZVPD) on one molecule with the formula C4H7FS.

## Properties
Lowest unoccupied orbital energy = 0.81 eV
SMILES = C/C(=C\F)CS
Gap between HOMO and LUMO = 10.1 eV
HOMO level = -0.3403 Ha
Molar mass = 106.16 g/mol

Cartesian coordinates (Å):
C: 1.1207 -0.7073 1.0417
H: -0.9586 1.3781 -1.0413
H: -2.2671 0.4666 0.6630
H: 1.9590 0.0361 0.7448
S: 0.7646 0.1121 -2.1151
H: 1.0714 -0.7533 2.1353
C: 0.0573 1.0298 -0.6660
H: 2.0645 -0.1312 -1.9246
C: -1.3053 0.0615 1.1468
F: -1.6090 -0.6465 2.2791
H: 0.5726 1.9778 -0.3911
C: -0.1175 0.0550 0.5871
H: 1.2756 -1.5832 0.4857

Okay, here come the Löwdin numbers, in e, for every atom: number 1, C, carries -0.06; number 2, H, carries 0.08; number 3, H, carries 0.14; number 4, H, carries 0.10; number 5, S, carries 0.67; number 6, H, carries 0.08; number 7, C, carries -0.49; number 8, H, carries -0.17; number 9, C, carries -0.13; number 10, F, carries -0.01; number 11, H, carries 0.08; number 12, C, carries -0.35; number 13, H, carries 0.05

---

Entry y
ORCA calculation (wB97M-V/def2-TZVPD) on one molecule with the formula C4H7FS.

## Properties
Lowest unoccupied orbital energy = 0.98 eV
SMILES = C[C@@H]1S[C@H]1CF
Gap between HOMO and LUMO = 10.0 eV
HOMO level = -0.3302 Ha
Molar mass = 106.16 g/mol

Cartesian coordinates (Å):
H: -0.3351 2.2354 0.9355
C: -0.2647 0.5350 -0.4676
H: 0.2936 0.3882 -1.4053
H: -0.5335 -0.3721 1.4753
H: -0.2452 2.5749 -0.8542
H: 1.3460 -1.8085 0.6160
C: -0.3832 -0.6290 0.4134
S: -1.8974 -0.1698 -0.4350
C: 0.3600 -1.8763 0.1912
H: 0.4491 -2.0063 -0.9252
F: 1.4074 1.9488 -0.0624
H: -0.2510 -2.7219 0.5701
C: 0.0540 1.9016 -0.0518

Okay, here come the Löwdin numbers, in e, for every atom: number 1, H, carries 0.14; number 2, C, carries -0.61; number 3, H, carries 0.13; number 4, H, carries 0.11; number 5, H, carries 0.12; number 6, H, carries 0.08; number 7, C, carries -0.64; number 8, S, carries 0.88; number 9, C, carries -0.11; number 10, H, carries 0.10; number 11, F, carries -0.03; number 12, H, carries 0.09; number 13, C, carries -0.26

---

Energy comparison, zero being the most stable, in kJ/mol: entry w 62.9; entry x 54.8; entry y 0.0.